[1]
This record from the Open Molecules 2025 dataset describes a 5-piece molecular cluster, C30H25N5O10 overall. The level of theory is the ωB97M-V functional and the def2-TZVPD basis.

The geometry in ORCA input format:
```
! wB97M-V def2-TZVPD RIJCOSX def2/J DEFGRID3
* xyz 1 2
C 0.220 -2.199 -0.581
C 0.283 -1.732 -1.893
C 0.764 -0.453 -2.064
C 1.151 0.425 -1.069
C 1.053 -0.125 0.285
C 0.534 -1.356 0.498
N 1.529 1.841 -1.305
O 1.762 2.193 -2.475
O 1.725 2.483 -0.289
H -0.240 -3.143 -0.330
H -0.022 -2.361 -2.716
H 0.643 -0.003 -3.038
H 1.329 0.552 1.080
H 0.412 -1.752 1.495
C -0.984 3.787 2.376
C -0.814 3.175 3.666
C -1.615 3.526 4.694
C -2.541 4.625 4.596
C -2.688 5.340 3.350
C -1.902 4.841 2.238
N -3.232 5.217 5.803
O -2.895 4.830 6.910
O -4.003 6.103 5.618
H -0.316 3.637 1.540
H -0.166 2.333 3.861
H -1.515 2.902 5.570
H -3.358 6.185 3.291
H -2.130 5.447 1.373
C -1.330 -6.952 6.135
C -2.014 -5.709 6.040
C -1.858 -4.882 4.906
C -0.945 -5.216 3.948
C -0.205 -6.448 4.048
C -0.386 -7.277 5.118
N -0.860 -4.378 2.734
O -0.012 -4.744 1.909
O -1.559 -3.399 2.560
H -1.436 -7.642 6.959
H -2.748 -5.401 6.770
H -2.490 -4.008 4.842
H 0.441 -6.741 3.233
H 0.101 -8.240 5.163
C 5.860 -0.166 -0.736
C 4.969 0.536 -1.571
C 4.204 -0.078 -2.581
C 4.336 -1.458 -2.776
C 5.284 -2.136 -1.954
C 5.995 -1.506 -0.968
N 3.456 -2.246 -3.704
O 3.503 -3.468 -3.743
O 2.539 -1.674 -4.296
H 6.433 0.293 0.056
H 4.883 1.605 -1.444
H 3.586 0.577 -3.177
H 5.320 -3.206 -2.094
H 6.574 -2.052 -0.238
C -2.139 1.619 -4.091
C -3.210 1.419 -4.930
C -3.485 2.338 -5.947
C -2.645 3.383 -6.238
C -1.455 3.554 -5.455
C -1.215 2.652 -4.371
N -2.900 4.346 -7.352
O -1.984 5.193 -7.557
O -3.975 4.189 -8.001
H -2.117 1.112 -3.138
H -3.937 0.641 -4.748
H -4.373 2.087 -6.507
H -0.740 4.338 -5.658
H -0.451 2.826 -3.628
*
```

Properties
Expectation value of S²: 0.775
HOMO-LUMO gap (spin up / spin down) (eV): 5.529 / 1.990
Electronic energy (Eh): -2183.47202
LUMO energy (spin up / spin down) (eV): -5.9 / -9.5



[2]
This record from the Open Molecules 2025 dataset describes C30H26Br2N6O4S2Zr as an isolated structure. The level of theory is the ωB97M-V functional and the def2-TZVPD basis.

The geometry in ORCA input format:
```
! wB97M-V def2-TZVPD RIJCOSX def2/J DEFGRID3
* xyz 2 1
Zr 0.286 -0.103 -0.043
C -3.093 -1.335 -0.965
C -2.585 -0.088 -1.614
C -3.523 0.752 -2.320
C -3.101 1.851 -2.973
C -1.720 2.226 -2.943
C -1.145 3.247 -3.601
Br -2.062 4.449 -4.687
C 0.680 4.172 -2.065
C 1.754 3.369 -1.354
Br 3.559 3.576 -1.774
C 1.217 2.350 -0.695
O 1.748 1.204 -0.252
C -0.787 1.429 -2.078
N -1.314 0.181 -1.553
H -4.179 -1.360 -0.969
H -2.735 -1.420 0.060
H -2.723 -2.206 -1.510
H -4.558 0.449 -2.340
H -3.790 2.456 -3.549
H 0.944 5.211 -2.246
N -4.522 2.607 5.833
C -3.543 2.400 4.930
C -3.666 1.376 3.964
C -2.672 1.166 3.045
C -1.528 1.969 3.062
C -1.390 2.989 4.007
C -2.385 3.200 4.929
S -0.265 1.736 1.927
O 0.160 0.253 1.995
O 0.797 2.662 2.135
N -0.886 1.664 0.429
C -0.313 2.367 -0.706
S -0.735 4.106 -0.907
C 0.341 3.439 -3.428
C 0.952 2.039 -3.424
N 0.429 1.064 -2.804
H -5.349 2.039 5.845
H -4.443 3.328 6.527
H -4.553 0.757 3.956
H -2.778 0.378 2.310
H -0.502 3.606 4.008
H -2.281 3.988 5.662
H 0.755 4.016 -4.253
H 1.875 1.875 -3.972
C 3.586 -4.821 0.022
N 2.177 -4.467 0.093
N 1.733 -3.168 0.094
C 0.391 -3.176 0.279
O -0.255 -2.050 0.229
C -0.018 -4.493 0.445
C 1.129 -5.269 0.335
C 1.294 -6.739 0.464
C 2.509 -2.049 -0.351
C 2.509 -1.714 -1.709
C 3.397 -0.747 -2.156
C 4.267 -0.135 -1.261
C 4.242 -0.458 0.090
C 3.363 -1.424 0.557
H 4.142 -3.985 -0.390
H 3.698 -5.676 -0.639
H 3.970 -5.062 1.013
H -1.016 -4.842 0.639
H 0.344 -7.197 0.720
H 2.018 -6.983 1.242
H 1.645 -7.174 -0.474
H 1.867 -2.249 -2.400
H 3.418 -0.487 -3.205
H 4.968 0.606 -1.619
H 4.910 0.038 0.781
H 3.343 -1.713 1.601
*
```

Properties
HOMO-LUMO gap (eV): 6.615
Electronic energy (Eh): -7779.32834
LUMO energy (eV): -6.2



[3]
This record from the Open Molecules 2025 dataset describes a 3-piece molecular cluster, C30H26BrF9N3O10 overall. The level of theory is the ωB97M-V functional and the def2-TZVPD basis.

The geometry in ORCA input format:
```
! wB97M-V def2-TZVPD RIJCOSX def2/J DEFGRID3
* xyz 1 1
N 4.442 -0.857 4.624
C 3.976 -0.453 3.419
N 3.667 0.915 3.266
C 2.381 1.175 2.587
Br 2.300 3.074 2.259
C 2.200 0.332 1.310
C 0.810 0.628 0.682
C -0.109 -0.568 0.409
C -1.081 -0.778 1.555
F -0.480 -0.563 2.762
F -2.064 0.145 1.462
C -1.790 -2.161 1.560
F -1.836 -2.579 0.275
F -3.042 -2.068 1.984
C -1.043 -3.287 2.324
F 0.182 -3.419 1.774
F -1.718 -4.413 2.094
C -0.904 -3.138 3.871
F 0.278 -2.596 4.172
F -0.939 -4.330 4.426
F -1.859 -2.394 4.371
C 3.312 0.695 0.306
C 3.440 -0.123 -0.960
O 4.332 0.081 -1.706
O 2.479 -1.063 -1.235
C 2.382 -1.094 1.816
N 3.779 -1.256 2.382
C 4.255 -2.609 2.542
C 5.645 -2.781 2.602
C 6.196 -4.051 2.729
C 5.358 -5.164 2.784
C 3.968 -4.989 2.732
C 3.415 -3.714 2.603
H 3.854 -0.658 5.418
H 5.362 -1.214 4.807
H 4.428 1.318 2.721
H 1.588 0.910 3.277
H 0.971 1.127 -0.262
H 0.262 1.344 1.281
H -0.728 -0.311 -0.442
H 0.401 -1.482 0.142
H 3.155 1.714 -0.032
H 4.307 0.681 0.740
H 2.925 -1.917 -1.298
H 1.703 -1.254 2.648
H 2.215 -1.857 1.074
H 6.298 -1.921 2.530
H 7.264 -4.192 2.752
H 5.765 -6.157 2.861
H 3.329 -5.855 2.771
H 2.343 -3.608 2.564
C -3.334 3.028 -0.481
C -4.279 3.834 -0.993
C -3.969 4.842 -2.068
O -4.887 5.516 -2.490
C -2.596 4.950 -2.537
C -1.660 4.147 -2.020
C -1.982 3.125 -0.964
O -1.063 2.416 -0.565
O -0.384 4.183 -2.394
O -5.538 3.801 -0.605
H -3.550 2.295 0.283
H -2.377 5.686 -3.298
H 0.068 3.499 -1.867
H -6.008 4.479 -1.128
C -3.844 0.457 -6.292
C -3.834 0.666 -4.971
C -4.695 1.714 -4.323
O -4.623 1.820 -3.108
C -5.540 2.536 -5.160
C -5.552 2.332 -6.487
C -4.708 1.266 -7.137
O -4.792 1.139 -8.342
O -6.295 3.039 -7.321
O -3.077 -0.025 -4.123
H -3.231 -0.296 -6.768
H -6.142 3.298 -4.684
H -6.118 2.687 -8.216
H -3.283 0.330 -3.237
*
```

Properties
HOMO-LUMO gap (eV): 6.567
Electronic energy (Eh): -5548.04250
LUMO energy (eV): -4.6



[4]
This record from the Open Molecules 2025 dataset describes C30H26CrNO3 as an isolated structure. The level of theory is the ωB97M-V functional and the def2-TZVPD basis.

The geometry in ORCA input format:
```
! wB97M-V def2-TZVPD RIJCOSX def2/J DEFGRID3
* xyz 2 4
C 5.161 -0.679 3.364
C 4.726 0.614 3.005
C 3.390 0.834 2.638
C 2.501 -0.248 2.475
C 1.130 -0.048 1.784
C 0.036 -0.785 2.538
N -1.112 -0.268 2.947
C -2.183 -1.096 3.555
C -3.442 -0.229 3.595
C -3.032 1.173 3.098
C -1.536 1.124 2.729
C 2.871 -1.443 3.110
C 4.198 -1.678 3.458
H 6.231 -0.882 3.529
H 5.479 1.398 2.894
H 3.119 1.861 2.366
H 0.903 1.051 1.814
H 0.244 -1.737 3.115
H -2.353 -2.002 2.968
H -1.941 -1.408 4.579
H -4.229 -0.653 2.962
H -3.855 -0.178 4.608
H -3.627 1.465 2.222
H -3.224 1.922 3.878
H -1.000 1.824 3.389
H -1.378 1.433 1.686
H 2.160 -2.250 3.225
H 4.530 -2.693 3.691
O -1.990 0.561 -6.928
C -2.297 0.235 -5.829
Cr -2.633 -0.588 -4.179
C -0.844 -1.031 -4.187
O 0.296 -1.353 -4.395
C -2.902 -2.139 -5.234
O -2.921 -2.995 -5.988
C -4.689 0.053 -3.701
C -3.798 1.136 -3.606
C -2.637 1.025 -2.809
C -2.364 -0.108 -2.016
C -1.145 -0.181 -1.161
C -0.143 -0.128 -0.451
C 1.151 -0.301 0.205
C 2.246 0.406 -0.526
C 3.578 -0.013 -0.364
C 4.656 0.764 -0.796
C 4.431 1.880 -1.630
C 3.120 2.117 -2.061
C 2.045 1.359 -1.553
C -3.205 -1.214 -2.234
C -4.378 -1.138 -3.018
H -5.592 0.115 -4.353
H -3.999 2.052 -4.194
H -1.921 1.845 -2.840
H 1.399 -1.413 0.366
H 3.813 -0.893 0.227
H 5.666 0.583 -0.428
H 5.271 2.534 -1.938
H 2.949 2.978 -2.736
H 1.058 1.620 -1.930
H -2.947 -2.178 -1.803
H -5.040 -2.014 -3.135
*
```

Properties
Expectation value of S²: 3.809
HOMO-LUMO gap (spin up / spin down) (eV): 6.096 / 5.369
Electronic energy (Eh): -2482.96289
LUMO energy (spin up / spin down) (eV): -6.3 / -8.1



[5]
This record from the Open Molecules 2025 dataset describes C30H26EuN8O10S4 as an isolated structure. The level of theory is the ωB97M-V functional and the def2-TZVPD basis.

The geometry in ORCA input format:
```
! wB97M-V def2-TZVPD RIJCOSX def2/J DEFGRID3
* xyz -2 8
Eu 9.796 14.142 11.623
O 8.526 11.129 15.378
C 8.080 11.658 14.204
O 8.415 11.189 13.120
C 7.232 12.818 14.326
C 6.421 13.014 15.419
C 5.714 14.189 15.553
C 5.832 15.156 14.558
C 6.626 14.863 13.461
N 7.285 13.706 13.332
C 6.961 15.939 12.395
O 6.238 16.941 12.251
O 8.001 15.674 11.750
H 9.272 10.516 15.105
H 6.385 12.243 16.197
H 5.106 14.392 16.417
H 5.259 16.085 14.632
O 11.501 14.201 9.749
N 11.771 15.370 9.284
N 11.544 16.285 10.150
O 10.993 16.079 11.291
C 11.757 17.676 9.803
C 10.947 18.645 10.318
C 11.227 19.954 9.980
C 12.240 20.241 9.041
C 12.933 19.204 8.427
C 12.692 17.921 8.835
H 10.165 18.421 11.017
H 10.672 20.780 10.345
H 12.554 21.268 8.774
H 13.622 19.396 7.613
H 13.224 17.122 8.334
C 13.672 11.832 8.855
C 12.467 10.895 8.877
C 12.555 9.528 8.996
C 11.381 8.802 9.139
N 10.197 9.386 9.138
C 10.078 10.730 9.025
S 8.633 11.624 9.206
N 11.260 11.438 8.837
C 11.413 7.298 9.383
H 13.531 12.593 9.619
H 13.839 12.372 7.881
H 14.556 11.277 9.196
H 13.547 9.127 9.162
H 11.140 12.478 8.832
H 12.442 6.957 9.426
H 10.885 6.748 8.586
H 10.881 7.054 10.308
C 13.732 8.712 12.648
O 13.513 10.105 12.265
C 12.440 10.735 12.813
S 11.539 9.960 14.003
S 12.265 12.286 12.147
H 14.440 8.300 11.921
H 12.789 8.138 12.656
H 14.129 8.671 13.704
O 8.213 17.077 20.875
S 9.302 16.778 21.767
O 8.967 15.976 22.927
O 10.108 17.965 22.052
C 10.435 15.802 20.749
N 11.500 15.303 21.370
C 12.332 14.580 20.640
C 12.059 14.314 19.295
C 10.904 14.857 18.728
N 10.127 15.637 19.488
C 10.567 14.699 17.254
C 9.856 15.684 16.527
C 9.704 15.561 15.179
N 10.137 14.497 14.463
C 10.802 13.590 15.118
C 11.028 13.597 16.521
H 13.273 14.160 21.043
H 12.756 13.680 18.755
H 9.533 16.538 17.130
H 9.140 16.232 14.526
H 11.159 12.772 14.516
H 11.520 12.746 17.001
*
```

Properties
Expectation value of S²: 15.759
HOMO-LUMO gap (spin up / spin down) (eV): 6.173 / 7.413
Electronic energy (Eh): -4652.51722
LUMO energy (spin up / spin down) (eV): 3.6 / 3.6



[6]
This record from the Open Molecules 2025 dataset describes C30H26F5N7O4STi as an isolated structure. The level of theory is the ωB97M-V functional and the def2-TZVPD basis.

The geometry in ORCA input format:
```
! wB97M-V def2-TZVPD RIJCOSX def2/J DEFGRID3
* xyz 0 3
Ti -0.160 0.075 0.021
C -1.251 1.977 3.640
C -0.935 1.770 2.318
N -0.822 0.527 1.807
C -1.163 -0.514 2.654
C -1.495 -0.247 3.988
N -1.512 0.963 4.493
C -1.172 -1.789 1.996
C -1.525 -3.024 2.538
C -1.541 -4.162 1.723
C -1.204 -4.015 0.374
C -0.856 -2.757 -0.116
N -0.818 -1.664 0.688
C -0.576 -2.418 -1.478
C -0.600 -3.284 -2.579
N -0.472 -2.879 -3.818
C -0.319 -1.549 -3.994
C -0.230 -0.669 -2.944
N -0.333 -1.068 -1.659
C -1.937 -5.475 2.237
C -1.360 -6.655 1.757
C -1.794 -7.869 2.259
N -2.737 -7.988 3.178
C -3.285 -6.877 3.641
C -2.927 -5.610 3.212
H -1.307 2.969 4.059
H -0.776 2.598 1.634
H -1.757 -1.049 4.667
H -1.770 -3.105 3.585
H -1.254 -4.863 -0.291
H -0.738 -4.347 -2.442
H -0.269 -1.219 -5.020
H -0.088 0.388 -3.129
H -0.571 -6.628 1.021
H -1.371 -8.801 1.904
H -4.058 -7.014 4.387
H -3.428 -4.739 3.607
N -2.805 0.055 -0.283
C -3.038 1.365 -0.893
C -1.714 1.767 -1.592
O -1.689 2.214 -2.715
O -0.687 1.535 -0.853
H -2.976 -0.683 -0.966
H -3.425 -0.103 0.508
H -3.245 2.101 -0.109
H -3.860 1.379 -1.621
C 2.270 -0.553 2.385
O 1.637 -1.012 1.186
C 2.551 -1.487 0.215
C 3.056 -0.359 -0.682
O 1.897 0.298 -1.162
C 2.200 1.365 -2.050
H 3.011 -1.284 2.718
H 1.487 -0.467 3.138
H 2.747 0.420 2.243
H 1.987 -2.201 -0.398
H 3.391 -2.008 0.692
H 3.633 -0.783 -1.518
H 3.686 0.346 -0.119
H 2.421 0.973 -3.049
H 3.054 1.941 -1.687
H 1.324 2.014 -2.076
F 3.739 7.308 3.100
C 3.262 6.145 2.631
C 2.055 6.105 1.940
F 1.363 7.237 1.739
C 1.575 4.901 1.457
F 0.390 4.875 0.815
C 2.288 3.696 1.591
S 1.807 2.224 0.860
C 3.498 3.775 2.303
F 4.221 2.646 2.473
C 3.979 4.964 2.818
F 5.142 4.991 3.486
*
```

Properties
Expectation value of S²: 2.022
HOMO-LUMO gap (spin up / spin down) (eV): 4.866 / 5.361
Electronic energy (Eh): -3590.06568
LUMO energy (spin up / spin down) (eV): -1.4 / -1.5



[7]
This record from the Open Molecules 2025 dataset describes C30H26N7O2Rh as an isolated structure. The level of theory is the ωB97M-V functional and the def2-TZVPD basis.

The geometry in ORCA input format:
```
! wB97M-V def2-TZVPD RIJCOSX def2/J DEFGRID3
* xyz 2 5
Rh -0.801 -0.623 0.227
C 4.086 1.984 -1.586
C 2.706 2.052 -1.815
C 1.877 1.183 -1.152
C 2.417 0.242 -0.244
C 3.819 0.180 -0.023
C 4.635 1.048 -0.698
N 1.508 -0.567 0.397
N 2.043 -1.378 1.254
C 1.167 -2.168 1.928
C 1.781 -3.040 2.881
C 0.982 -3.864 3.616
C -0.409 -3.825 3.400
C -1.003 -2.969 2.454
C -0.243 -2.110 1.694
H 4.744 2.669 -2.105
H 2.302 2.781 -2.502
H 0.806 1.205 -1.314
H 4.221 -0.541 0.671
H 5.704 1.019 -0.544
H 2.857 -3.021 2.992
H 1.394 -4.539 4.352
H -1.036 -4.482 3.991
H -2.080 -3.003 2.339
O -2.925 -0.286 7.063
C -2.469 1.038 6.898
N -2.317 1.178 5.460
C -1.724 2.266 4.936
O -1.281 3.182 5.598
C -1.585 2.313 3.433
C -1.509 3.559 2.823
C -1.336 3.627 1.450
C -1.207 2.451 0.739
N -1.245 1.244 1.326
C -1.446 1.185 2.649
H -3.265 -0.388 7.958
H -1.500 1.208 7.371
H -3.188 1.769 7.277
H -2.843 0.530 4.897
H -1.580 4.446 3.439
H -1.294 4.574 0.931
H -1.070 2.463 -0.335
H -1.458 0.193 3.086
C -2.518 -3.186 -2.886
C -2.254 -2.459 -1.750
N -1.166 -1.670 -1.645
C -0.339 -1.568 -2.687
C -0.546 -2.235 -3.886
C -1.646 -3.079 -3.962
C 0.372 -2.092 -5.034
C 0.874 -0.984 -5.577
C 0.619 0.436 -5.262
C 1.264 1.416 -6.004
C 0.978 2.737 -5.711
N 0.109 3.083 -4.758
C -0.469 2.066 -4.128
N -0.261 0.767 -4.303
H -3.392 -3.819 -2.930
H -2.905 -2.503 -0.886
H 0.524 -0.930 -2.563
H -1.836 -3.638 -4.871
H 0.632 -3.028 -5.516
H 1.522 -1.129 -6.435
H 1.956 1.158 -6.794
H 1.454 3.543 -6.255
H -1.204 2.333 -3.374
*
```

Properties
Expectation value of S²: 6.083
HOMO-LUMO gap (spin up / spin down) (eV): 6.549 / 4.479
Electronic energy (Eh): -1802.45372
LUMO energy (spin up / spin down) (eV): -7.4 / -9.5